(1)
Computed, not measured: a structure of composition C15H16ClIrN3O5S2, with ωB97M-V with the def2-TZVPD basis set.

multiplicity	5
HOMO level (spin up / spin down)	-0.1025 / -0.1668	Ha
relative energy (zero: lowest compared OMol25 entry of this formula, charge and spin)	25.4	kcal per mole
charge	-1
Kohn-Sham gap (spin up / spin down)	5.010 / 5.887	eV

Positions of all 43 atoms, in Å:
Ir  -0.771  0.555  -0.253
S  1.640  0.344  -0.401
C  2.246  1.821  0.293
C  3.636  1.971  0.487
C  4.168  3.103  1.063
C  3.316  4.146  1.454
C  1.959  4.032  1.248
C  1.396  2.879  0.658
S  -0.318  2.820  0.366
H  4.284  1.159  0.175
H  5.239  3.187  1.208
H  3.721  5.041  1.913
H  1.290  4.835  1.539
C  -0.102  -2.968  4.117
O  -0.113  -1.593  3.733
C  -0.505  -1.238  2.491
O  -0.738  -0.077  2.250
N  -0.605  -2.265  1.595
N  -0.980  -1.932  0.297
H  -0.060  -2.979  5.201
H  0.783  -3.477  3.729
H  -1.001  -3.481  3.783
H  -0.098  -3.117  1.748
H  -1.867  -2.358  0.063
H  -0.282  -2.166  -0.419
O  -0.613  -0.497  -2.533
N  0.089  -1.507  -2.865
O  0.425  -1.668  -4.033
O  0.431  -2.336  -1.969
Cl  -4.136  5.198  -4.184
C  -3.788  3.820  -3.152
C  -3.479  2.599  -3.716
C  -3.212  1.510  -2.894
C  -3.250  1.613  -1.501
C  -2.923  0.454  -0.627
C  -3.554  2.871  -0.969
C  -3.823  3.965  -1.777
H  -3.433  2.499  -4.794
H  -2.930  0.561  -3.339
H  -3.137  -0.511  -1.089
H  -3.368  0.539  0.368
H  -3.561  2.993  0.111
H  -4.050  4.931  -1.342

***

(2)
Computed, not measured: a structure of composition C12H25FeN2O2P2, with ωB97M-V with the def2-TZVPD basis set.

multiplicity	6
HOMO level (spin up / spin down)	-0.1589 / -0.2686	Ha
relative energy (zero: lowest compared OMol25 entry of this formula, charge and spin)	19.7	kcal per mole
Kohn-Sham gap (spin up / spin down)	4.315 / 5.627	eV

Positions of all 44 atoms, in Å:
C  -0.805  1.020  -4.106
C  -0.943  0.690  -2.709
N  0.053  1.075  -1.780
C  0.874  2.067  -2.182
C  0.940  2.559  -3.488
C  0.108  2.003  -4.460
C  -2.108  0.125  -2.240
P  -2.432  -0.234  -0.539
Fe  0.209  0.191  0.086
P  2.101  1.345  0.165
C  1.853  2.600  -1.136
O  -0.697  -3.979  -5.136
O  1.085  -5.448  -0.622
H  -1.440  0.523  -4.837
H  1.655  3.342  -3.679
H  0.196  2.335  -5.472
C  -4.060  0.481  -0.251
C  -2.415  -1.964  -0.036
H  2.806  2.835  -1.618
H  1.457  3.518  -0.673
H  -1.255  -4.296  -4.415
H  -2.970  -0.032  -2.938
C  2.255  2.213  1.730
C  3.654  0.517  -0.245
H  1.484  -0.665  0.841
H  0.252  -5.206  -0.211
H  0.852  -5.990  -1.364
H  0.106  -3.695  -4.665
H  -1.648  0.575  0.353
H  1.434  -1.023  0.118
H  -4.787  -0.078  -0.851
H  -4.274  0.424  0.813
H  -4.026  1.527  -0.585
H  -3.235  -2.491  -0.542
H  -1.461  -2.465  -0.282
H  -2.539  -2.004  1.057
H  4.506  1.208  -0.264
H  3.824  -0.254  0.516
H  3.557  0.019  -1.217
H  3.251  2.653  1.815
H  1.480  2.983  1.803
H  2.097  1.486  2.532
N  -0.601  -0.353  3.190
C  -0.394  -0.139  2.047

***

(3)
Computed, not measured: an isolated molecule of C19H24N2S, with ωB97M-V with the def2-TZVPD basis set.

HOMO level	-0.2940	Ha
SMILES	Cc1ccc(NC(=S)N[C@H](C)CCc2ccccc2)cc1C
relative energy (zero: lowest compared OMol25 entry of this formula, charge and spin)	0.4	kcal per mole
Kohn-Sham gap	8.672	eV

Positions of all 46 atoms, in Å:
C  -0.037  -3.308  3.841
C  -0.353  -1.936  3.331
C  0.246  -1.460  2.175
C  -0.027  -0.199  1.679
C  -0.937  0.620  2.340
N  -1.250  1.910  1.905
C  -1.321  2.411  0.639
S  -1.482  4.047  0.449
N  -1.277  1.544  -0.387
C  -1.380  1.919  -1.780
C  -2.804  1.697  -2.288
C  -0.361  1.108  -2.584
C  1.082  1.456  -2.201
C  2.040  0.489  -2.833
C  2.355  -0.706  -2.198
C  3.205  -1.621  -2.794
C  3.751  -1.353  -4.037
C  3.442  -0.166  -4.680
C  2.592  0.746  -4.082
C  -1.522  0.156  3.517
C  -1.244  -1.104  4.018
C  -1.895  -1.568  5.284
H  0.672  -3.808  3.187
H  -0.941  -3.914  3.900
H  0.391  -3.256  4.842
H  0.956  -2.086  1.652
H  0.499  0.158  0.807
H  -1.479  2.586  2.621
H  -1.391  0.561  -0.179
H  -1.138  2.985  -1.833
H  -2.889  2.021  -3.321
H  -3.504  2.273  -1.687
H  -3.072  0.644  -2.229
H  -0.509  1.298  -3.648
H  -0.536  0.042  -2.411
H  1.184  1.421  -1.114
H  1.303  2.475  -2.524
H  1.935  -0.920  -1.225
H  3.443  -2.544  -2.286
H  4.416  -2.066  -4.502
H  3.866  0.049  -5.650
H  2.355  1.673  -4.586
H  -2.210  0.801  4.046
H  -1.142  -1.804  6.036
H  -2.554  -0.802  5.684
H  -2.479  -2.470  5.107

***

(4)
Computed, not measured: a structure of composition C16H19N6O9SZr, with ωB97M-V with the def2-TZVPD basis set.

HOMO level	-0.4227	Ha
relative energy (zero: lowest compared OMol25 entry of this formula, charge and spin)	4.8	kcal per mole
charge	+1
Kohn-Sham gap	7.484	eV

Positions of all 52 atoms, in Å:
Zr  -0.616  0.234  -1.634
O  0.341  -1.154  -3.199
C  0.859  -0.719  -4.485
C  -0.249  0.056  -5.153
N  -0.679  1.158  -4.288
C  -2.129  1.478  -4.377
C  -2.414  1.133  -2.943
O  -2.050  1.945  -2.064
O  -2.466  -0.120  -2.624
C  0.225  2.310  -4.236
C  0.869  2.558  -2.869
O  1.383  3.586  -2.572
O  0.827  1.484  -2.036
H  0.856  -1.893  -2.853
H  1.126  -1.596  -5.072
H  1.750  -0.113  -4.311
H  -1.094  -0.616  -5.301
H  0.082  0.414  -6.133
H  -2.642  0.839  -5.087
H  -2.312  2.528  -4.589
H  -0.278  3.230  -4.527
H  1.051  2.167  -4.937
N  -1.658  0.862  2.399
C  -0.761  1.179  1.481
N  0.325  1.836  1.769
O  -0.990  0.759  0.255
H  -1.626  1.069  3.397
H  -2.468  0.340  2.120
H  0.466  2.017  2.793
H  0.932  2.138  1.028
O  0.249  1.698  6.741
S  -0.124  1.314  5.419
O  0.481  2.100  4.345
O  -1.547  1.060  5.138
C  0.524  -0.357  5.182
N  0.662  -1.185  6.203
C  0.982  -2.439  5.912
C  1.131  -2.907  4.609
C  0.966  -1.947  3.633
N  0.696  -0.677  3.901
C  0.952  -2.082  2.147
C  -0.131  -2.701  1.530
C  -0.399  -2.412  0.208
N  0.359  -1.572  -0.512
C  1.506  -1.122  0.047
C  1.835  -1.354  1.357
H  1.112  -3.111  6.753
H  1.363  -3.939  4.394
H  -0.822  -3.317  2.090
H  -1.291  -2.798  -0.272
H  2.126  -0.474  -0.566
H  2.710  -0.888  1.789

***

(5)
Computed, not measured: an isolated molecule of C6H8N2O, with ωB97M-V with the def2-TZVPD basis set.

HOMO level	-0.3413	Ha
SMILES	CCOc1cnccn1
relative energy (zero: lowest compared OMol25 entry of this formula, charge and spin)	50.5	kcal per mole
Kohn-Sham gap	9.578	eV

Positions of all 17 atoms, in Å:
C  0.243  2.729  1.323
C  -0.581  1.495  0.811
O  -0.019  1.005  -0.350
C  0.072  -0.299  -0.578
C  0.520  -0.762  -1.866
N  0.680  -2.096  -2.104
C  0.113  -2.912  -1.224
C  -0.335  -2.484  -0.048
N  -0.434  -1.140  0.336
H  0.374  3.390  0.508
H  1.143  2.503  1.600
H  0.012  3.280  2.143
H  -1.647  1.860  0.780
H  -0.646  0.695  1.742
H  0.938  -0.123  -2.518
H  0.296  -3.991  -1.313
H  -0.731  -3.152  0.759

***

(6)
Computed, not measured: an isolated molecule of C14H20N2O2S, with ωB97M-V with the def2-TZVPD basis set.

HOMO level	-0.3193	Ha
SMILES	CCN(CC)C(=O)CSCC(=O)Nc1ccccc1
relative energy (zero: lowest compared OMol25 entry of this formula, charge and spin)	8.6	kcal per mole
Kohn-Sham gap	9.223	eV

Positions of all 39 atoms, in Å:
C  -1.066  -1.853  -2.142
C  -0.957  -1.224  -0.754
N  -2.197  -0.597  -0.347
C  -3.135  -1.447  0.377
C  -2.970  -1.294  1.886
C  -2.592  0.669  -0.597
O  -3.674  1.090  -0.232
C  -1.636  1.587  -1.341
S  -1.127  2.979  -0.267
C  -0.881  2.148  1.334
C  0.238  1.116  1.333
O  0.143  0.083  1.959
N  1.297  1.493  0.577
C  2.493  0.815  0.318
C  2.784  -0.433  0.858
C  3.984  -1.049  0.548
C  4.897  -0.438  -0.294
C  4.606  0.805  -0.832
C  3.411  1.430  -0.531
H  -0.128  -2.334  -2.405
H  -1.294  -1.097  -2.889
H  -1.857  -2.599  -2.162
H  -0.134  -0.510  -0.735
H  -0.721  -1.991  -0.013
H  -2.963  -2.480  0.072
H  -4.147  -1.154  0.086
H  -3.541  -2.060  2.404
H  -3.334  -0.319  2.199
H  -1.922  -1.377  2.167
H  -0.747  1.106  -1.738
H  -2.185  2.067  -2.152
H  -1.815  1.686  1.650
H  -0.633  2.950  2.032
H  1.199  2.390  0.111
H  2.077  -0.908  1.517
H  4.205  -2.017  0.973
H  5.831  -0.924  -0.529
H  5.311  1.291  -1.490
H  3.183  2.400  -0.951

***

(7)
Computed, not measured: a cluster of 6 separate species, C29H51NO9S in total, with ωB97M-V with the def2-TZVPD basis set.

HOMO level	-0.3235	Ha
SMILES	CNCC1=C(S(C)(=O)=O)C(=O)C=CC1=O.C1CCOC1.C1CCOC1.C1CCOC1.C1CCOC1.C1CCOC1
Kohn-Sham gap	6.921	eV

Positions of all 91 atoms, in Å:
C  3.069  -2.442  2.297
N  1.764  -2.397  1.625
C  1.759  -1.708  0.348
C  1.111  -0.359  0.485
C  -0.196  -0.126  0.320
S  -1.333  -1.420  -0.149
C  -2.935  -1.012  0.498
O  -0.972  -2.684  0.418
O  -1.408  -1.367  -1.587
C  -0.709  1.247  0.470
O  -1.899  1.527  0.385
C  0.254  2.334  0.691
C  1.554  2.127  0.855
C  2.048  0.748  0.855
O  3.194  0.459  1.177
H  3.914  -2.385  1.615
H  3.148  -3.382  2.827
H  3.164  -1.653  3.034
H  1.449  -3.343  1.498
H  2.760  -1.565  -0.048
H  1.216  -2.291  -0.379
H  -2.831  -0.916  1.569
H  -3.304  -0.103  0.060
H  -3.551  -1.857  0.242
H  -0.121  3.338  0.690
H  2.274  2.909  0.995
C  -4.935  2.783  2.792
C  -5.068  4.205  3.330
C  -4.202  4.145  4.581
O  -3.168  3.195  4.310
C  -3.483  2.467  3.119
H  -5.157  2.691  1.730
H  -5.601  2.113  3.340
H  -4.648  4.917  2.614
H  -6.094  4.502  3.541
H  -4.777  3.797  5.446
H  -3.749  5.105  4.831
H  -2.817  2.803  2.320
H  -3.308  1.404  3.291
C  7.974  -0.689  2.419
C  6.904  0.159  1.736
C  6.431  -0.773  0.632
O  6.585  -2.105  1.133
C  7.365  -2.082  2.330
H  8.187  -0.388  3.444
H  8.906  -0.648  1.850
H  6.086  0.363  2.430
H  7.273  1.111  1.356
H  7.045  -0.670  -0.270
H  5.387  -0.610  0.364
H  6.702  -2.280  3.180
H  8.114  -2.873  2.284
C  -2.603  6.334  -0.469
C  -1.814  7.380  -1.254
C  -0.380  7.044  -0.863
O  -0.347  5.632  -0.626
C  -1.683  5.127  -0.563
H  -3.597  6.140  -0.867
H  -2.708  6.649  0.572
H  -1.957  7.229  -2.326
H  -2.086  8.406  -1.015
H  -0.087  7.558  0.058
H  0.341  7.292  -1.642
H  -1.881  4.551  -1.473
H  -1.778  4.461  0.295
C  2.573  -3.091  -3.975
C  3.710  -4.070  -3.696
C  3.449  -4.439  -2.242
O  2.033  -4.359  -2.055
C  1.432  -3.707  -3.179
H  2.338  -2.981  -5.033
H  2.822  -2.104  -3.577
H  3.611  -4.952  -4.333
H  4.702  -3.649  -3.851
H  3.932  -3.729  -1.560
H  3.787  -5.444  -1.990
H  0.895  -4.457  -3.769
H  0.712  -2.968  -2.822
C  -5.153  -3.088  -3.543
C  -4.041  -4.096  -3.272
C  -4.331  -4.494  -1.833
O  -5.748  -4.387  -1.659
C  -6.318  -3.699  -2.775
H  -5.372  -2.948  -4.600
H  -4.888  -2.117  -3.118
H  -4.150  -4.961  -3.931
H  -3.039  -3.691  -3.402
H  -3.843  -3.809  -1.132
H  -4.015  -5.511  -1.601
H  -6.863  -4.424  -3.390
H  -7.026  -2.954  -2.412

***

(8)
Computed, not measured: a cluster of 2 separate species, C5H15NO2 in total, with ωB97M-V with the def2-TZVPD basis set.

HOMO level	-0.3553	Ha
SMILES	CC(C)(C)O.CON
relative energy (zero: lowest compared OMol25 entry of this formula, charge and spin)	54.7	kcal per mole
Kohn-Sham gap	10.531	eV

Positions of all 23 atoms, in Å:
C  0.581  0.809  1.014
C  0.087  -0.641  1.100
C  1.025  -1.468  1.981
C  -1.341  -0.671  1.663
O  0.114  -1.251  -0.182
H  1.612  0.829  0.666
H  -0.033  1.385  0.322
H  0.539  1.283  1.992
H  2.015  -1.500  1.533
H  1.097  -1.037  2.976
H  0.653  -2.486  2.060
H  -1.361  -0.269  2.674
H  -2.001  -0.068  1.040
H  -1.717  -1.692  1.678
H  -0.411  -0.716  -0.803
C  0.782  0.402  -2.699
O  -0.661  0.400  -2.392
N  -1.073  1.703  -1.964
H  0.937  1.120  -3.514
H  1.412  0.705  -1.858
H  0.977  -0.615  -3.023
H  -1.292  2.233  -2.808
H  -1.940  1.545  -1.458

***

(9)
Computed, not measured: the ion C4H10NS2 with charge +1, with ωB97M-V with the def2-TZVPD basis set.

HOMO level	-0.4993	Ha
relative energy (zero: lowest compared OMol25 entry of this formula, charge and spin)	34.2	kcal per mole
charge	+1
Kohn-Sham gap	8.234	eV

Positions of all 17 atoms, in Å:
C  -0.249  1.846  1.387
C  -0.527  2.073  -0.117
C  -0.594  -0.539  -0.915
C  0.569  -2.871  -1.382
N  0.576  0.565  1.469
S  -1.656  0.788  -0.829
S  -1.067  -2.163  -1.261
H  0.235  2.644  1.919
H  -1.304  1.405  1.814
H  -0.973  3.067  -0.411
H  0.362  1.843  -0.646
H  0.342  -0.324  -0.415
H  0.481  -3.664  -2.209
H  0.594  -3.244  -0.373
H  1.247  -1.947  -1.554
H  1.621  0.665  1.354
H  0.344  -0.143  2.168

***

(10)
Computed, not measured: a structure of composition C28H36GeIrO5Sb2, with ωB97M-V with the def2-TZVPD basis set.

multiplicity	5
HOMO level (spin up / spin down)	-0.5320 / -0.5838	Ha
relative energy (zero: lowest compared OMol25 entry of this formula, charge and spin)	14.4	kcal per mole
charge	+3
Kohn-Sham gap (spin up / spin down)	6.367 / 3.506	eV

Positions of all 73 atoms, in Å:
Ir  0.471  1.168  -0.013
O  -0.499  4.708  2.380
C  -0.693  3.673  1.620
O  0.122  3.265  0.796
C  -2.078  3.096  1.818
O  -2.272  1.876  1.142
C  -2.276  0.689  1.913
C  -0.925  0.000  1.999
O  0.140  0.657  2.107
O  -0.995  -1.273  2.034
H  0.360  5.140  2.242
H  -2.773  3.828  1.397
H  -2.294  3.028  2.886
H  -2.993  -0.004  1.480
H  -2.582  0.877  2.950
C  4.438  1.829  -1.141
Sb  2.353  1.964  -1.553
C  2.129  3.983  -2.154
C  2.319  0.896  -3.529
C  1.507  1.664  -4.451
C  2.124  2.641  -5.262
C  1.386  3.411  -6.115
C  -0.027  3.242  -6.186
C  -0.658  2.292  -5.417
C  0.070  1.465  -4.555
C  -0.622  0.403  -3.822
Sb  -1.319  1.008  -1.804
C  -2.841  -0.470  -1.636
C  -2.376  2.788  -2.265
H  4.991  2.317  -1.941
H  4.726  0.783  -1.064
H  4.635  2.334  -0.196
H  2.871  4.225  -2.911
H  2.284  4.610  -1.278
H  1.127  4.157  -2.543
H  1.949  -0.093  -3.275
H  3.373  0.870  -3.798
H  3.200  2.755  -5.220
H  1.870  4.142  -6.750
H  -0.602  3.850  -6.873
H  -1.725  2.141  -5.519
H  -0.023  -0.488  -3.647
H  -1.555  0.126  -4.311
H  -3.496  -0.434  -2.505
H  -3.430  -0.267  -0.744
H  -2.384  -1.454  -1.558
H  -3.103  2.595  -3.051
H  -1.687  3.569  -2.580
H  -2.896  3.099  -1.361
Ge  -0.665  -2.386  3.570
C  1.249  -2.779  3.658
C  1.615  -4.104  3.863
C  2.955  -4.425  4.070
C  3.922  -3.426  4.074
C  3.557  -2.109  3.870
C  2.219  -1.777  3.664
C  -1.726  -3.945  3.225
C  -1.415  -4.793  2.164
C  -2.160  -5.948  1.976
C  -3.200  -6.252  2.847
C  -3.507  -5.408  3.903
C  -2.772  -4.245  4.096
H  -1.090  -1.399  4.658
H  0.874  -4.893  3.875
H  3.235  -5.457  4.235
H  4.956  -3.688  4.248
H  4.301  -1.323  3.885
H  1.939  -0.740  3.520
H  -0.591  -4.567  1.497
H  -1.922  -6.617  1.160
H  -3.770  -7.160  2.703
H  -4.314  -5.652  4.581
H  -3.013  -3.591  4.925

***

(11)
Computed, not measured: an isolated molecule of C4H9NO2, with ωB97M-V with the def2-TZVPD basis set.

HOMO level	-0.3350	Ha
SMILES	C/N=C\OCCO
relative energy (zero: lowest compared OMol25 entry of this formula, charge and spin)	70.2	kcal per mole
Kohn-Sham gap	9.975	eV

Positions of all 16 atoms, in Å:
C  -0.475  1.775  -0.810
N  -0.083  1.794  0.556
C  -0.165  0.911  1.447
O  -0.411  -0.436  1.459
C  -0.583  -1.179  0.222
C  0.744  -1.704  -0.303
O  1.619  -0.675  -0.707
H  -0.352  2.805  -1.152
H  0.129  1.087  -1.401
H  -1.542  1.519  -0.873
H  -0.205  1.560  2.309
H  -1.228  -2.036  0.456
H  -1.080  -0.579  -0.544
H  1.204  -2.354  0.457
H  0.555  -2.315  -1.196
H  1.871  -0.174  0.080

***

Ordered energy results: -67550.565 -72883.110 -33909.289 -56383.175 -11377.158 -32754.161 -61648.729 -11011.573 -27462.045 -112257.840 -9877.014; unit eV.